Entry 1:
Entry from OMol25: a gas-phase ion, C6H12N (charge +1) in a non-equilibrium geometry (ωB97M-V/def2-TZVPD).

For the LUMO energy, the calculation gives -3.469 eV. The SMILES is CC(C)([NH3+])C1=CC1. As for the net charge: +1. Its relative energy (zero: lowest compared OMol25 entry of this formula, charge and spin) is 2.371 eV. For the strongest force on any atom, the calculation gives 3.27 eV/A. The total energy is -290.2348 Ha. As for the highest occupied orbital energy: -0.497 Eh.

Each line ends with the natural charge from an NBO analysis.
Geometry (Å):
1 N 0.988 -0.041 -1.273  -0.688
2 C 1.007 1.341 0.793  -0.635
3 C 0.962 -1.192 0.912  -0.636
4 C 0.523 0.052 0.163  0.120
5 C -1.095 0.067 0.076  -0.043
6 C -2.147 -0.364 -0.897  -0.462
7 C -2.304 0.326 0.451  -0.103
8 H 1.825 -0.638 -1.340  0.448
9 H 0.602 2.210 0.278  0.233
10 H 0.670 -2.097 0.385  0.231
11 H 1.216 0.892 -1.642  0.448
12 H 0.223 -0.445 -1.842  0.462
13 H 2.095 1.396 0.795  0.228
14 H 2.039 -1.188 1.067  0.229
15 H 0.666 1.384 1.824  0.262
16 H -2.329 0.212 -1.800  0.190
17 H 0.484 -1.212 1.887  0.264
18 H -2.419 -1.410 -0.985  0.199
19 H -3.005 0.706 1.149  0.254



Entry 2:
Entry from OMol25: 3 unconnected molecules or ions with the total composition C31H52ClFN5O3S2 in a non-equilibrium geometry (ωB97M-V/def2-TZVPD).

For the LUMO energy, the calculation gives -3.985 eV. As for the net charge: +1. For the strongest force on any atom, the calculation gives 1.76 eV/A. The total energy is -3068.0895 Ha. As for the highest occupied orbital energy: -0.367 Eh.

Each line ends with the Mulliken charge.
Geometry (Å):
1 Cl -6.349 -4.356 -1.211  -0.149
2 S 2.057 -1.143 0.026  -0.130
3 S 1.463 -0.051 -2.651  -0.230
4 F -6.767 -1.004 -1.093  -0.310
5 O -1.644 -5.582 -3.100  -0.546
6 O -4.607 3.030 -3.339  -0.539
7 O -3.451 1.190 -2.859  -0.349
8 N -3.834 -3.920 -1.620  0.325
9 N 2.325 1.037 4.088  -0.452
10 N 1.183 1.353 -0.414  0.593
11 N -2.623 -3.419 -1.395  -0.572
12 N 7.672 -0.255 2.136  -0.415
13 C 1.509 0.164 -1.026  -0.062
14 C -4.819 -2.542 0.064  1.344
15 C 1.314 1.385 1.059  -1.111
16 C 10.135 0.598 2.105  -0.407
17 C 9.901 1.583 -0.234  -1.115
18 C 1.852 2.524 -1.053  -1.016
19 C 0.717 2.673 1.650  -1.141
20 C -4.057 2.042 -3.717  0.748
21 C -4.227 0.809 -1.721  -0.277
22 C 0.892 3.326 -1.916  -0.974
23 C 4.930 3.319 4.205  -0.413
24 C -2.475 -2.512 -0.467  -0.062
25 C 10.284 1.841 1.218  -0.387
26 C -3.906 -4.950 -2.687  -0.697
27 C 3.727 2.988 5.097  -0.536
28 C -4.020 0.420 0.786  0.165
29 C -6.019 -2.148 0.872  -1.852
30 C -1.051 -2.059 -0.236  0.803
31 C -3.375 0.996 -0.481  -0.698
32 C -3.566 -1.988 0.286  0.018
33 C -3.958 1.671 -5.151  -1.130
34 C 5.875 2.137 4.022  -0.959
35 C -4.883 -3.534 -0.915  0.871
36 C -2.738 -4.874 -3.637  -0.705
37 C -0.061 -2.726 -1.171  -0.794
38 C 8.754 0.121 2.128  0.226
39 C -8.040 -0.649 0.900  -1.582
40 C -3.385 -0.895 1.281  -1.953
41 C 2.930 1.903 4.530  0.289
42 C -7.211 -1.599 0.077  0.454
43 C 1.394 -2.674 -0.687  -1.277
44 H -3.778 -1.181 2.251  0.692
45 H 10.434 0.819 3.129  0.275
46 H -1.038 -0.983 -0.333  -0.526
47 H 2.050 -3.038 -1.466  0.486
48 H -6.352 -3.000 1.457  0.565
49 H 2.257 3.168 -0.281  0.423
50 H -2.335 -0.678 1.416  0.390
51 H -8.220 -1.098 1.869  0.361
52 H 2.687 2.174 -1.647  0.566
53 H -3.272 2.343 -5.652  0.313
54 H -3.895 -5.924 -2.214  0.343
55 H -4.931 1.799 -5.605  0.348
56 H -8.983 -0.483 0.394  0.431
57 H 2.358 1.321 1.351  0.547
58 H 4.058 2.683 6.091  0.345
59 H -4.807 -4.792 -3.259  0.465
60 H 10.508 0.785 -0.664  0.304
61 H -0.837 -5.215 -3.467  0.327
62 H -5.720 -1.387 1.573  0.438
63 H -2.394 0.593 -0.689  0.147
64 H 3.082 3.860 5.213  0.308
65 H -3.961 1.166 1.568  0.723
66 H -5.137 1.392 -1.646  0.568
67 H 5.468 4.156 4.651  0.345
68 H 0.311 2.633 -2.509  0.203
69 H -3.075 -5.366 -4.550  0.478
70 H 0.188 3.846 -1.274  0.257
71 H 10.769 -0.210 1.738  0.315
72 H 0.789 0.551 1.497  0.598
73 H 1.471 3.170 2.247  0.232
74 H -7.551 0.315 0.999  0.370
75 H -0.294 -3.778 -1.277  0.454
76 H -5.078 0.283 0.584  -0.316
77 H 9.669 2.648 1.621  0.266
78 H 4.574 3.654 3.228  0.248
79 H 0.371 3.352 0.886  0.323
80 H -0.805 -2.310 0.795  0.524
81 H -3.607 0.659 -5.303  0.286
82 H 6.728 2.421 3.408  0.170
83 H 6.254 1.784 4.983  0.292
84 H -7.852 -2.430 -0.192  0.490
85 H 11.321 2.176 1.269  0.304
86 H -2.511 -3.847 -3.907  0.377
87 H -0.123 -2.241 -2.137  0.366
88 H 5.385 1.300 3.524  0.372
89 H 10.052 2.480 -0.834  0.323
90 H -4.472 -0.246 -1.841  -0.023
91 H -3.270 2.064 -0.344  0.276
92 H 1.415 4.022 -2.558  0.423
93 H 8.852 1.299 -0.324  0.330
94 H -0.080 2.436 2.343  0.345
95 H 1.477 -3.375 0.139  0.540



Entry 3:
Entry from OMol25: 2 unconnected molecules or ions with the total composition C3H2FNOS in a non-equilibrium geometry (ωB97M-V/def2-TZVPD).

For the LUMO energy, the calculation gives -0.007 eV. As for the net charge: 0. Its relative energy (zero: lowest compared OMol25 entry of this formula, charge and spin) is 3.539 eV. For the strongest force on any atom, the calculation gives 3.10 eV/A. The total energy is -743.4092 Ha. As for the highest occupied orbital energy: -0.381 Eh.

Each line ends with the natural charge from an NBO analysis.
Geometry (Å):
1 S 0.880 0.980 -0.937  1.586
2 F 2.316 0.834 -0.274  -0.491
3 O 1.290 1.523 -2.218  -0.881
4 N -2.333 -0.111 1.374  -0.306
5 C 0.387 -0.663 -0.901  -0.404
6 C -1.931 0.737 2.015  0.072
7 C 0.445 -1.853 -0.911  -0.029
8 H -1.472 1.405 2.707  0.233
9 H 0.418 -2.851 -0.854  0.221



Entry 4:
Entry from OMol25: a molecular structure, C22H33NNaO3P2 in a non-equilibrium geometry (ωB97M-V/def2-TZVPD).

For the LUMO energy, the calculation gives -3.585 eV. As for the net charge: +1. For the strongest force on any atom, the calculation gives 4.30 eV/A. The total energy is -1983.2004 Ha. As for the highest occupied orbital energy: -0.363 Eh.

Each line ends with the natural charge from an NBO analysis.
Geometry (Å):
1 P 0.262 4.493 -0.189  0.596
2 P -2.221 3.411 2.473  0.545
3 Na -0.508 1.765 0.933  0.928
4 O -2.212 1.212 -0.479  -0.654
5 O -3.313 0.124 -2.131  -0.440
6 O 0.452 0.406 -0.409  -0.664
7 N -1.186 -0.473 -1.767  -0.475
8 C -1.067 7.751 1.447  -0.177
9 C 3.845 -6.630 -0.536  -0.012
10 C -1.505 4.966 2.027  -0.386
11 C -0.516 6.765 0.641  -0.239
12 C -2.126 6.012 2.791  -0.172
13 C 2.503 -6.927 -0.060  -0.011
14 C -2.290 1.381 2.801  -0.787
15 C -0.968 3.964 -1.483  -0.873
16 C 4.127 -5.428 -1.109  -0.390
17 C -1.935 7.360 2.503  -0.207
18 C 1.008 -1.579 -1.541  -0.373
19 C 1.588 4.108 1.235  -0.821
20 C -1.635 -1.436 -2.763  -0.246
21 C 2.087 -8.375 0.116  -0.641
22 C 1.633 -5.922 0.239  -0.396
23 C -3.701 3.471 1.435  -0.927
24 C -2.237 0.365 -1.382  0.923
25 C 0.097 -0.496 -1.185  0.692
26 C 2.211 -1.622 -0.926  -0.194
27 C 4.926 -7.687 -0.410  -0.641
28 C -2.993 -0.912 -3.120  -0.086
29 C -0.817 5.393 0.860  -0.264
30 H 2.740 -8.922 0.811  0.225
31 H -2.961 -0.484 -4.127  0.212
32 H 1.906 -4.870 0.165  0.185
33 H 2.303 3.332 0.927  0.228
34 H -4.438 3.979 2.064  0.240
35 H 1.064 -8.395 0.506  0.219
36 H -2.849 5.707 3.555  0.236
37 H -0.543 3.132 -2.061  0.229
38 H 5.123 -7.943 0.642  0.223
39 H 0.738 -2.286 -2.333  0.233
40 H 5.128 -5.260 -1.501  0.200
41 H 0.659 -6.182 0.649  0.196
42 H 1.151 3.859 2.216  0.208
43 H 5.848 -7.289 -0.846  0.221
44 H -1.697 -2.432 -2.311  0.218
45 H 0.233 7.012 -0.124  0.237
46 H 4.667 -8.621 -0.929  0.224
47 H 3.365 -4.667 -1.272  0.176
48 H -0.838 8.814 1.278  0.230
49 H 2.464 -0.872 -0.178  0.222
50 H -2.460 8.138 3.082  0.234
51 H -1.074 4.836 -2.155  0.262
52 H 2.103 -8.920 -0.841  0.222
53 H -4.095 2.492 1.180  0.236
54 H -3.222 1.243 3.365  0.264
55 H -1.969 3.683 -1.125  0.230
56 H 2.979 -2.351 -1.167  0.223
57 H -3.738 -1.712 -3.080  0.223
58 H -2.331 0.749 1.896  0.197
59 H -1.434 1.133 3.444  0.223
60 H 2.169 5.042 1.351  0.263
61 H -0.943 -1.438 -3.605  0.227
62 H -3.554 4.031 0.514  0.226



Entry 5:
Entry from OMol25: 2 unconnected molecules or ions with the total composition C22H28BBr2F2N3O5Si in a non-equilibrium geometry (ωB97M-V/def2-TZVPD).

For the LUMO energy, the calculation gives -3.005 eV. As for the net charge: 0. For the strongest force on any atom, the calculation gives 7.40 eV/A. The total energy is -7057.2225 Ha. As for the highest occupied orbital energy: -0.349 Eh.

Each line ends with the natural charge from an NBO analysis.
Geometry (Å):
1 Br 2.669 2.849 -1.173  0.128
2 Br 5.211 0.487 -1.971  0.115
3 Si -1.874 -1.550 2.147  1.588
4 F 7.511 -2.415 3.729  -0.554
5 F 6.772 -2.221 5.988  -0.552
6 O 5.179 -2.607 4.242  -0.631
7 O 4.449 0.717 3.718  -0.595
8 O 3.172 -1.852 3.521  -0.617
9 O -0.457 2.393 1.469  -0.617
10 O 6.220 -0.513 4.403  -0.631
11 N -3.592 1.088 -5.824  -0.654
12 N 0.282 -0.369 0.362  -0.366
13 N 0.257 2.497 3.804  -0.860
14 C -4.376 2.307 -5.295  -0.243
15 C 0.436 1.974 2.367  0.681
16 C -3.024 0.161 -3.333  -0.269
17 C -2.146 -0.216 3.557  -1.120
18 C -0.815 -3.059 2.828  -1.125
19 C 3.001 -1.772 -1.694  -0.693
20 C 4.320 -1.645 3.879  0.673
21 C -2.512 0.889 -4.741  0.222
22 C -4.607 3.468 -6.448  -0.643
23 C -1.884 -0.009 -2.155  0.009
24 C 0.188 1.169 -3.685  -0.149
25 C -3.660 -2.317 1.858  -1.117
26 C 2.241 0.866 -1.258  -0.220
27 C 4.958 -0.361 3.977  0.664
28 C 3.319 -0.141 -1.616  -0.030
29 C -2.313 -0.672 -0.713  -0.190
30 C 1.344 -0.462 1.413  -0.268
31 C 1.734 1.013 2.099  -0.550
32 C 0.702 0.274 -0.977  0.322
33 C -0.948 1.357 -4.899  -0.233
34 C -0.313 0.470 -2.270  -0.087
35 C -1.182 -0.810 0.510  -0.167
36 B 6.441 -1.950 4.598  1.262
37 H 2.248 0.761 3.144  0.316
38 H -4.432 -1.478 1.572  0.238
39 H -1.497 -3.977 3.083  0.259
40 H -2.638 -0.733 4.514  0.256
41 H 1.184 -1.190 2.301  0.301
42 H -0.608 1.884 -5.911  0.265
43 H -2.937 0.535 3.134  0.247
44 H -3.444 -1.002 -0.590  0.269
45 H -0.159 -2.745 3.749  0.268
46 H 1.281 1.558 -3.866  0.271
47 H -1.150 0.268 3.933  0.265
48 H -4.141 -0.219 -3.168  0.258
49 H -3.994 -2.973 2.783  0.267
50 H -5.633 3.325 -7.010  0.218
51 H -3.547 -3.084 0.952  0.237
52 H -3.723 2.827 -4.445  0.214
53 H -4.603 4.530 -5.940  0.222
54 H 2.028 -2.030 -2.292  0.249
55 H 2.892 -2.273 -0.631  0.253
56 H -0.430 3.287 3.829  0.395
57 H 2.593 1.543 1.464  0.272
58 H -5.408 1.990 -4.802  0.202
59 H 1.198 2.858 4.126  0.393
60 H -4.304 0.310 -5.772  0.380
61 H 3.923 -2.324 -2.209  0.265
62 H -0.039 -3.352 1.968  0.242
63 H 2.370 -0.825 0.916  0.265
64 H -3.736 3.488 -7.252  0.229



Entry 6:
Entry from OMol25: a molecular structure, C15H19AsCl2IrNOSe (ωB97M-V/def2-TZVPD).

For the LUMO energy (spin up / spin down), the calculation gives -1.000 / -0.960 eV. As for the net charge: 0. For the strongest force on any atom, the calculation gives 0.96 eV/A. The total energy is -6374.9124 Ha. As for the highest occupied orbital energy (spin up / spin down): -0.260 / -0.261 Eh.

Each line ends with the natural charge from an NBO analysis.
Geometry (Å):
1 Ir 0.624 0.037 0.245  0.433
2 Se 1.019 0.565 2.402  -0.405
3 As -0.500 2.096 -0.050  1.196
4 Cl 0.151 -6.843 -0.367  0.007
5 Cl -3.073 -2.745 -1.684  0.025
6 O -0.843 -1.055 -0.597  -0.721
7 N 1.423 -1.912 0.408  -0.469
8 C 2.584 -2.274 0.906  0.103
9 C -1.314 -4.664 -0.947  -0.209
10 C 0.848 -4.238 0.045  -0.106
11 C 1.419 2.856 -2.126  -0.613
12 C 1.028 4.198 1.282  -0.621
13 C -2.435 1.905 -0.185  -0.718
14 C -0.356 3.572 1.209  -0.716
15 C -0.056 2.954 -1.755  -0.724
16 C 2.103 -4.598 0.581  -0.103
17 C -0.139 -5.134 -0.434  -0.047
18 C -3.001 1.135 1.004  -0.619
19 C 2.964 -3.623 1.000  -0.263
20 C -1.575 -3.284 -1.015  -0.123
21 C -0.658 -2.357 -0.563  0.366
22 C 0.554 -2.866 -0.025  0.096
23 H 2.368 -5.644 0.655  0.235
24 H -2.888 1.696 1.933  0.205
25 H 1.293 4.689 0.344  0.199
26 H 1.603 3.319 -3.097  0.213
27 H 1.059 4.954 2.068  0.217
28 H -0.657 3.177 2.177  0.249
29 H -2.867 2.905 -0.264  0.216
30 H -1.102 4.303 0.886  0.213
31 H 1.740 1.815 -2.180  0.213
32 H -2.489 0.181 1.124  0.229
33 H 3.930 -3.871 1.415  0.231
34 H -4.064 0.934 0.862  0.215
35 H -2.063 -5.352 -1.311  0.244
36 H 1.788 3.446 1.507  0.230
37 H -0.382 3.994 -1.680  0.217
38 H -2.637 1.379 -1.120  0.234
39 H 3.223 -1.474 1.254  0.232
40 H -0.679 2.476 -2.514  0.228
41 H 2.054 3.349 -1.391  0.211